Below is C18H24N4O2 as an isolated structure, with properties calculated with the ωB97M-V functional and the def2-TZVPD basis.

```
48
Properties=species:S:1:pos:R:3:mulliken_charge:R:1
C -5.0542 1.8829 0.4771 -1.01
H -4.2574 1.9735 1.2206 0.27
H -4.4298 2.2306 -0.5562 0.20
H -5.8684 2.5494 0.5118 0.48
C -5.6220 0.2804 0.1506 -1.14
N -4.6552 -0.5940 0.1384 0.24
C -4.4527 -1.2268 -0.9347 0.58
O -5.0137 -0.8947 -2.2421 -0.74
C -3.2353 -2.0185 -1.0044 -0.70
H -2.4773 -2.0630 -1.7788 0.35
C -2.5890 -1.3530 0.4024 0.41
H -2.1776 -2.2689 0.8463 0.46
C -1.4635 -0.6551 -0.0480 -1.53
N -1.0412 0.3253 1.3005 0.05
C -0.1369 -0.5439 1.9380 -0.97
H 0.0608 0.0129 3.0813 0.31
H 0.8300 -0.9382 1.5750 0.33
H -0.6438 -1.5046 2.4637 0.26
C -0.4902 1.6841 0.9363 -0.99
C 0.6501 1.7202 0.3407 0.74
N 1.2050 0.7566 -0.5902 -0.17
C 2.2663 1.4764 -0.7935 0.75
N 2.4837 2.7200 -0.4669 -0.54
O 1.3185 2.8628 0.4212 -0.23
C 3.4019 0.8571 -2.0138 -1.93
C 4.2096 -0.2643 -0.8810 0.92
C 3.5396 -1.6795 -0.5358 -0.45
C 4.2009 -2.2107 0.2945 0.15
C 5.3219 -2.0870 0.9699 -0.81
C 6.0322 -0.8846 0.6016 -0.30
C 5.3718 0.1460 -0.3771 -0.89
H 5.7926 0.9538 -0.7014 0.59
H 6.9922 -0.5479 0.9659 0.35
H 5.8757 -2.8641 1.5069 0.35
H 3.6596 -3.3765 0.5861 0.02
H 2.6023 -1.5373 -0.9069 0.36
H 4.1182 1.4328 -2.3525 0.61
H 2.9006 0.1713 -2.3127 0.74
H -0.4581 2.1384 1.9699 0.34
H -1.4876 2.2502 0.5476 0.22
H -0.5517 -1.0017 -0.2980 1.17
H -2.0887 0.3235 -0.3696 0.10
C -3.8088 -0.9758 1.1718 -1.35
H -3.4327 -0.2320 1.7807 0.65
H -4.3155 -1.6078 1.7142 0.36
H -3.4138 -3.1233 -0.8209 0.31
H -6.1043 0.0905 1.2634 0.27
H -6.1968 0.2282 -0.5092 0.82
```

## Properties
LUMO: -0.03 eV
energy above the lowest of the compared OMol25 structures with the same formula, charge and spin: 494.0 kcal/mol
total energy: -29091.0557 eV

=====

Below is the molecule C18H24N4O2S, with properties calculated with the ωB97M-V functional and the def2-TZVPD basis.

```
49
Properties=species:S:1:pos:R:3:mulliken_charge:R:1
C -5.4396 -3.7317 -1.4433 -0.95
N -5.5882 -2.2705 -1.2193 0.09
C -6.7696 -1.7706 -0.5124 -1.10
C -4.5551 -1.3560 -1.5528 0.19
C -4.8668 -0.1401 -2.1978 -0.37
C -3.8677 0.8400 -2.3828 -0.83
C -2.5348 0.5235 -2.0097 0.83
C -1.5553 1.6284 -2.2901 -0.79
C -0.3903 1.9375 -1.5126 0.74
S 0.0997 1.0627 -0.0686 -0.16
C 1.4405 2.1964 0.2109 0.70
N 2.0608 2.0932 1.4875 0.11
C 1.8590 0.8810 2.2192 -1.11
C 2.8188 -0.1403 1.5847 -0.56
N 4.2944 0.3238 1.6638 0.15
C 5.2611 -0.6576 1.0818 -0.59
C 6.1601 -1.1017 2.1117 -0.71
O 5.6138 -1.5603 3.3212 -0.56
C 4.4987 1.7331 1.0441 -0.64
C 3.4594 2.7423 1.6398 -0.91
N 1.5594 3.1806 -0.6337 -0.51
C 0.6199 2.9445 -1.7077 -0.40
O 0.6479 3.6520 -2.7067 -0.60
C -2.2818 -0.6418 -1.3444 -0.79
C -3.2483 -1.5687 -1.1345 -0.36
H -4.2978 -3.9642 -1.5775 0.26
H -5.7009 -4.3152 -0.5545 0.33
H -5.9416 -4.1079 -2.2407 0.34
H -6.9341 -2.5005 0.2968 0.34
H -6.6154 -0.8089 -0.0799 0.38
H -7.6422 -1.8022 -1.1337 0.33
H -5.8444 0.0824 -2.6140 0.40
H -4.1480 1.7742 -2.7902 0.44
H -1.8772 2.2462 -3.1176 0.43
H 0.7766 0.4815 2.3047 0.35
H 2.0231 1.1270 3.3001 0.35
H 2.5826 -1.1059 2.1053 0.34
H 2.5321 -0.3372 0.5474 0.48
H 5.7624 -0.1122 0.2843 0.42
H 4.7106 -1.5278 0.7328 0.37
H 6.8258 -1.7821 1.5972 0.43
H 6.8393 -0.3451 2.4866 0.31
H 5.2232 -0.7780 3.7119 0.34
H 4.2471 1.7376 -0.0778 0.38
H 5.4881 2.1512 1.0859 0.49
H 3.5573 2.9478 2.6849 0.35
H 3.4878 3.6932 1.0812 0.39
H -1.2989 -1.1163 -1.1432 0.39
H -3.0516 -2.4369 -0.5386 0.50
```

## Properties
LUMO: -0.42 eV
energy above the lowest of the compared OMol25 structures with the same formula, charge and spin: 114.3 kcal/mol
total energy: -39942.5718 eV

=====

Below is a 2-piece molecular cluster, C18H24N4O2S overall, with properties calculated with the ωB97M-V functional and the def2-TZVPD basis.

```
49
Properties=species:S:1:pos:R:3:mulliken_charge:R:1
C 6.2198 -1.6508 1.8532 -0.99
N 4.7993 -1.4071 2.0904 -0.04
C 3.8224 -1.6793 1.2190 -0.14
O 4.0546 -2.1847 0.1248 -0.69
C 2.3568 -1.3940 1.6036 0.30
C 1.9439 0.0177 1.1428 -0.85
C 0.4440 0.3258 1.2599 -0.83
S -0.5650 -0.0144 -0.2099 0.04
C -0.5140 -1.8204 -0.3331 -0.89
N 1.9740 -1.6298 3.0141 -0.10
C 2.4504 -1.0303 4.1074 0.87
C 1.8708 -1.4821 5.4260 -1.34
O 3.3043 -0.1557 4.0906 -0.73
H 6.7824 -1.5061 2.7764 0.35
H 6.3666 -2.6726 1.4979 0.31
H 6.5879 -0.9582 1.0943 0.30
H 4.5295 -0.9430 2.9512 0.21
H 1.7842 -2.1021 1.0112 0.35
H 2.4894 0.7484 1.7402 0.41
H 2.2467 0.1606 0.1046 0.52
H 0.0160 -0.1888 2.1189 0.35
H 0.3535 1.3954 1.4514 0.32
H 0.4738 -2.1367 -0.6667 0.27
H -0.7459 -2.2640 0.6348 0.34
H -1.2508 -2.1504 -1.0647 0.32
H 1.2735 -2.3355 3.1706 0.29
H 0.7906 -1.3529 5.4118 0.36
H 2.1207 -2.5277 5.5928 0.33
H 2.2963 -0.8744 6.2242 0.35
C -1.9635 -0.3852 -5.0440 -0.47
C -2.3218 0.9030 -5.4439 -0.68
C -2.9296 1.7789 -4.5380 -0.44
C -3.1969 1.3830 -3.2096 0.84
C -3.8364 2.2859 -2.2210 0.43
C -4.5113 3.4365 -2.6074 -0.72
C -5.0896 4.2237 -1.6347 -0.20
N -5.0076 3.9018 -0.3472 -0.61
C -4.3488 2.7854 -0.0272 -0.12
N -3.7796 1.9762 -0.9217 -0.36
C -2.8253 0.0777 -2.8311 -0.20
C -2.2159 -0.7970 -3.7354 -0.54
H -1.4868 -1.0627 -5.7464 0.37
H -2.1202 1.2284 -6.4602 0.38
H -3.1710 2.7747 -4.8920 0.24
H -4.6153 3.7261 -3.6425 0.29
H -5.6249 5.1231 -1.9238 0.38
H -4.2790 2.5174 1.0233 0.41
H -3.0121 -0.2667 -1.8178 0.68
H -1.9399 -1.7973 -3.4172 0.31
```

## Properties
LUMO: 0.21 eV
energy above the lowest of the compared OMol25 structures with the same formula, charge and spin: 10.7 kcal/mol
total energy: -39947.0625 eV

=====

Number 1: Kohn-Sham gap 8.707 eV. Number 2: Kohn-Sham gap 7.310 eV. Number 3: Kohn-Sham gap 8.667 eV.